Below is a 15-piece molecular cluster, C34H102N24O19 overall at a distorted geometry, with properties calculated with ωB97M-V/def2-TZVPD.

Geometry as XYZ:
```
179
Properties=species:S:1:pos:R:3
C -3.496 -6.676 -3.303
O -4.238 -5.789 -3.698
N -3.902 -7.980 -3.124
N -2.144 -6.481 -3.119
H -3.474 -8.661 -2.529
H -4.805 -8.234 -3.484
H -1.431 -7.170 -2.981
H -1.944 -5.496 -3.175
C 0.038 -4.214 -4.414
O 0.397 -4.788 -3.354
N 0.249 -2.881 -4.525
N -0.539 -4.836 -5.478
H 0.764 -2.439 -3.774
H -0.222 -2.332 -5.224
H -0.863 -5.780 -5.562
H -0.747 -4.290 -6.295
C 1.051 4.606 -3.405
O 1.128 4.060 -2.312
N 1.067 5.974 -3.584
N 0.920 3.908 -4.584
H 1.123 6.549 -2.764
H 1.195 6.434 -4.463
H 1.105 2.922 -4.551
H 0.489 4.265 -5.414
C 4.495 1.235 0.587
O 5.165 0.846 -0.353
N 3.739 2.381 0.524
N 4.432 0.579 1.798
H 3.286 2.774 1.332
H 3.795 2.885 -0.341
H 4.078 1.055 2.617
H 4.903 -0.305 1.799
C 2.543 -2.166 -1.697
O 1.563 -1.632 -2.240
N 3.220 -3.181 -2.293
N 3.073 -1.685 -0.540
H 2.815 -3.647 -3.088
H 3.983 -3.681 -1.875
H 3.801 -2.161 -0.049
H 2.694 -0.819 -0.200
C -1.873 3.002 3.619
O -1.766 2.263 4.606
N -2.867 2.979 2.678
N -0.982 4.059 3.487
H -2.807 3.659 1.944
H -3.647 2.355 2.727
H -0.760 4.575 2.658
H -0.513 4.298 4.339
C 1.695 -6.250 -0.411
O 2.294 -6.878 0.462
N 1.597 -6.636 -1.722
N 1.096 -5.015 -0.199
H 1.135 -6.156 -2.489
H 2.111 -7.444 -2.024
H 0.782 -4.800 0.729
H 0.616 -4.662 -1.015
C -3.856 4.342 -0.685
O -4.509 3.317 -0.453
N -2.483 4.343 -0.763
N -4.440 5.540 -1.081
H -1.897 3.506 -0.628
H -2.004 5.150 -1.118
H -5.353 5.609 -1.482
H -3.803 6.293 -1.258
C -8.511 -3.675 -1.780
O -9.244 -4.629 -1.969
N -7.151 -3.765 -1.673
N -9.030 -2.402 -1.629
H -6.605 -2.935 -1.525
H -6.587 -4.577 -1.515
H -8.387 -1.635 -1.673
H -9.993 -2.244 -1.422
C 2.507 5.234 3.198
O 1.784 4.503 2.502
N 3.687 4.812 3.766
N 2.158 6.524 3.536
H 3.848 3.830 3.987
H 4.316 5.440 4.230
H 1.199 6.776 3.395
H 2.813 6.961 4.152
C -2.045 -5.574 2.126
O -1.651 -6.825 1.584
C -2.189 -7.155 0.335
C -1.939 -8.619 0.049
N -0.509 -8.909 -0.093
C -0.134 -10.213 0.415
C 1.394 -10.322 0.640
O 1.752 -10.865 1.878
C 1.212 -10.187 2.994
H -3.127 -5.477 1.979
H -1.574 -4.767 1.550
H -1.686 -5.561 3.150
H -1.898 -6.623 -0.583
H -3.268 -6.933 0.346
H -2.466 -8.984 -0.843
H -2.411 -9.245 0.822
H -0.057 -8.088 0.294
H -0.339 -10.874 -0.434
H -0.680 -10.639 1.262
H 1.829 -9.327 0.484
H 1.763 -10.937 -0.178
H 0.133 -10.334 3.025
H 1.524 -9.137 2.929
H 1.658 -10.539 3.923
C -2.666 -1.194 4.986
O -1.434 -0.746 4.466
C -0.360 -1.607 4.630
C 0.901 -0.810 4.311
N 0.937 0.321 5.207
C 1.736 1.492 4.832
C 3.191 1.087 4.826
O 4.069 1.997 4.172
C 5.330 2.138 4.811
H -3.410 -0.404 5.000
H -2.512 -1.517 6.027
H -2.977 -2.083 4.435
H -0.396 -2.532 4.040
H -0.207 -1.939 5.670
H 0.759 -0.516 3.257
H 1.809 -1.383 4.486
H 0.004 0.706 5.340
H 1.462 2.318 5.483
H 1.421 1.807 3.825
H 3.419 0.040 4.586
H 3.463 1.008 5.895
H 5.871 2.950 4.330
H 5.897 1.206 4.707
H 5.216 2.328 5.883
C 5.937 11.223 -2.182
O 4.638 10.703 -2.020
C 3.678 11.339 -2.803
C 2.318 10.709 -2.641
N 1.913 10.877 -1.243
C 0.627 10.337 -0.954
C 0.478 8.812 -0.933
O 1.266 8.279 0.084
C 1.115 6.857 0.196
H 6.639 10.388 -2.078
H 6.186 11.945 -1.407
H 6.133 11.504 -3.220
H 3.948 11.548 -3.846
H 3.494 12.371 -2.454
H 2.304 9.651 -2.945
H 1.566 11.183 -3.275
H 2.686 10.575 -0.668
H -0.238 10.779 -1.451
H 0.349 10.528 0.094
H 0.719 8.317 -1.885
H -0.608 8.689 -0.782
H 1.743 6.548 1.023
H 1.543 6.401 -0.705
H 0.032 6.706 0.239
C -3.995 -3.559 -0.584
O -2.625 -3.817 -0.737
C -2.086 -3.058 -1.793
C -2.099 -1.548 -1.428
N -1.181 -0.747 -2.226
C -1.147 0.672 -1.886
C -0.647 0.962 -0.451
O -0.631 2.382 -0.384
C 0.252 2.999 0.527
H -4.334 -4.059 0.328
H -4.604 -3.924 -1.412
H -4.262 -2.520 -0.365
H -2.597 -3.076 -2.767
H -1.038 -3.297 -1.988
H -1.957 -1.473 -0.344
H -3.082 -1.123 -1.661
H -0.240 -1.139 -2.203
H -2.128 1.145 -1.966
H -0.405 1.145 -2.529
H 0.402 0.641 -0.430
H -1.273 0.520 0.320
H 1.310 2.746 0.428
H -0.037 2.718 1.543
H 0.159 4.079 0.441
O -0.446 -0.096 -4.973
H 0.458 0.093 -4.699
H -0.921 -0.294 -4.133
```

Calculated values
orbital gap: 8.43 eV
max |F|: 0.0500 Eh/bohr
E_tot: -111581.3940 eV
ΔE to the lowest compared entry with this formula, charge and spin: 0.00 kcal/mol